Molecular formula: C36H34BiIN5O5
Method: DFT, the ωB97M-V functional and the def2-TZVPD basis

Geometry (Å):
Bi (0.8790, 1.1369, -1.0029)
C (-3.6216, 0.2984, -0.2380)
C (-3.3572, 1.7731, -0.2697)
N (-4.3105, 2.6034, 0.0644)
C (-4.0537, 3.9303, 0.0524)
C (-2.8301, 4.4619, -0.2427)
C (-2.6730, 5.9614, -0.2224)
O (-1.6801, 6.4176, 0.6933)
C (-1.7642, 3.5799, -0.5833)
C (-0.4738, 4.1875, -0.8493)
N (0.6699, 3.6076, -0.9810)
C (1.7724, 4.4309, -1.3868)
C (1.5513, 5.5100, -2.2465)
C (2.5762, 6.3497, -2.6411)
C (3.8700, 6.1176, -2.2035)
C (4.1268, 5.0227, -1.3953)
C (3.0928, 4.1828, -1.0039)
I (3.6764, 2.5481, 0.1738)
C (-2.0503, 2.2140, -0.6554)
O (-1.2444, 1.2521, -1.0596)
H (-4.6661, 0.1304, 0.0127)
H (-3.3865, -0.1619, -1.1986)
H (-2.9837, -0.1861, 0.5053)
H (-4.8847, 4.5768, 0.3091)
H (-2.3679, 6.3355, -1.2010)
H (-3.6437, 6.4083, -0.0009)
H (-1.9836, 6.2320, 1.5884)
H (-0.4862, 5.2729, -0.8848)
H (0.5568, 5.6763, -2.6394)
H (2.3608, 7.1776, -3.3028)
H (4.6812, 6.7662, -2.5048)
H (5.1361, 4.8169, -1.0675)
C (-1.5462, -5.4527, 0.1726)
O (-0.1886, -5.7457, -0.1724)
C (0.6896, -5.5445, 0.8649)
C (1.0144, -6.5709, 1.7311)
C (1.9390, -6.3525, 2.7434)
C (2.5491, -5.1128, 2.8671)
C (2.2420, -4.0858, 1.9843)
C (1.2937, -4.2922, 0.9902)
N (0.9352, -3.3316, 0.0154)
C (0.8248, -1.9875, 0.1459)
N (0.7645, -1.5155, 1.4046)
C (0.6292, -0.2060, 1.9143)
C (0.6291, 0.9927, 1.2099)
C (0.4292, 2.1834, 1.9230)
C (0.2422, 2.1849, 3.2870)
C (0.2648, 0.9887, 3.9985)
C (0.4631, -0.1926, 3.3195)
O (0.5017, -1.4202, 3.9070)
C (0.4161, -1.4893, 5.3264)
N (0.7426, -1.2037, -0.9034)
C (0.7657, -1.7915, -2.2037)
C (1.8959, -1.7090, -3.0018)
C (1.8876, -2.2016, -4.3010)
C (0.7311, -2.7767, -4.7985)
C (-0.4130, -2.8716, -4.0139)
C (-0.4014, -2.3829, -2.7132)
O (-1.4505, -2.4465, -1.8534)
C (-2.6777, -2.9597, -2.3565)
H (-2.1553, -5.7450, -0.6785)
H (-1.6739, -4.3846, 0.3692)
H (-1.8489, -6.0250, 1.0511)
H (0.5406, -7.5349, 1.5973)
H (2.1923, -7.1543, 3.4235)
H (3.2877, -4.9453, 3.6394)
H (2.7603, -3.1382, 2.0559)
H (0.6919, -3.7112, -0.8881)
H (0.7302, -2.2195, 2.1286)
H (0.4361, 3.1296, 1.4022)
H (0.0842, 3.1167, 3.8138)
H (0.1215, 0.9912, 5.0689)
H (-0.5633, -1.1556, 5.6722)
H (1.1987, -0.8871, 5.7901)
H (0.5581, -2.5337, 5.5847)
H (2.7921, -1.2589, -2.5888)
H (2.7767, -2.1366, -4.9126)
H (0.7091, -3.1631, -5.8089)
H (-1.3045, -3.3236, -4.4227)
H (-3.3875, -2.9018, -1.5366)
H (-2.5701, -3.9991, -2.6736)
H (-3.0376, -2.3571, -3.1924)

Atoms 1-3, force components in eV/Å:
Bi -0.209 -0.442 0.217
C -0.083 0.023 0.002
C 0.045 -0.021 -0.056

## Properties
Relative energy (zero: lowest compared OMol25 entry of this formula, charge and spin): 0.0 kcal/mol
Total charge: +1
E_LUMO: -2.97 eV
HOMO energy: -10.6 eV
Energy: -2554.32000 Ha
2S+1: 1
Orbital gap: 7.61 eV

***

Molecular formula: C2H3Cl2P
Method: DFT, the ωB97M-V functional and the def2-TZVPD basis

Geometry (Å):
C (0.0185, 0.2290, 0.4648)
C (-0.5087, 0.0376, -1.0067)
P (-1.5173, -1.2281, -1.6284)
Cl (1.5046, 1.3634, 0.9839)
Cl (-1.6489, -0.5619, -3.5555)
H (-0.6802, 0.6875, 1.0002)
H (0.3296, -0.6531, 0.8878)
H (-0.5652, 0.8875, -1.7965)

Atoms 1-3, force components in eV/Å:
C 2.309 0.659 -3.818
C -0.854 0.560 -0.757
P 1.889 1.352 1.300

## Properties
Relative energy (zero: lowest compared OMol25 entry of this formula, charge and spin): 38.7 kcal/mol
E_LUMO: -0.67 eV
HOMO energy: -9.6 eV
Energy: -1339.69225 Ha
SMILES string: ClC/C=P/Cl
2S+1: 1
Orbital gap: 8.95 eV

***

Molecular formula: C24H35NO2
Method: DFT, the ωB97M-V functional and the def2-TZVPD basis

Geometry (Å):
C (-2.9695, -4.9920, -0.2742)
H (-3.3807, -5.8593, -0.7940)
O (-3.7446, -3.8175, -0.5261)
C (-3.4548, -2.7172, -0.0655)
C (-2.2652, -2.5905, 0.4149)
C (-2.0557, -1.2108, 1.0351)
C (-2.9878, -0.2084, 0.9729)
C (-4.1520, -0.3531, 0.1059)
C (-4.4868, -1.6251, -0.2884)
H (-5.3484, -1.9246, -0.6522)
H (-4.9249, 0.6103, 0.1460)
C (-2.6739, 1.4110, 1.1502)
H (-3.4163, 1.5181, 1.6776)
H (-1.7190, 1.3540, 1.9963)
C (-2.2294, 2.3317, 0.0112)
C (-2.2226, 1.7340, -1.1576)
C (-0.8730, 0.7484, -1.4743)
N (0.2434, 1.6256, -1.1525)
C (0.4093, 2.1788, 0.0932)
C (-0.8946, 3.0603, 0.5464)
H (-0.8006, 3.8773, -0.3138)
H (-0.9496, 3.4550, 1.6191)
H (0.2433, 1.3145, 0.8869)
H (1.1824, 2.6409, 0.5288)
C (1.5348, 1.3372, -1.9833)
C (2.3197, 0.0765, -0.9998)
C (1.6825, -1.2395, -0.5208)
C (2.5337, -1.9270, 0.1671)
C (3.8844, -1.7067, 0.3148)
H (4.6359, -2.4550, 0.7524)
C (4.3291, -1.0918, -1.2664)
H (5.3543, -1.2007, -1.5405)
H (3.8431, -1.6729, -2.0133)
C (3.7049, 0.0315, -0.8230)
H (4.1207, 0.9989, -1.2262)
C (4.1518, 0.0032, 0.6996)
C (3.2540, 0.3090, 1.6238)
H (3.3878, 1.3883, 2.2133)
H (3.4641, -0.1723, 2.7348)
H (2.0576, 0.2766, 1.6870)
C (5.6347, 0.0916, 1.1523)
H (5.7012, -0.1993, 2.1848)
H (6.1540, -0.2225, 0.2667)
H (5.6050, 1.1086, 1.0998)
H (2.0236, -2.1628, 1.1488)
H (2.5448, -3.1175, -0.3214)
H (0.7035, -1.3801, -0.5840)
H (2.3532, 1.8761, -1.7466)
H (1.3877, 0.9336, -2.8767)
H (-1.1162, 0.0641, -0.8700)
H (-0.8538, 0.6657, -2.6278)
H (-3.0075, 1.1997, -1.5477)
H (-1.9389, 2.6627, -2.0873)
C (-3.2261, 3.3775, 0.2624)
O (-4.4876, 2.9264, 0.0927)
H (-4.6161, 2.6877, -0.6875)
H (-3.3173, 3.8858, 1.0741)
H (-3.1286, 4.2283, -0.5379)
H (-1.0215, -0.8391, 1.4867)
H (-1.4128, -3.2036, 1.0170)
H (-2.0204, -4.8940, -0.9886)
H (-2.7483, -5.2059, 0.7849)

Atoms 1-3, force components in eV/Å:
C 2.266 0.300 -2.659
H -0.999 0.314 0.535
O -4.035 -8.180 -2.873

## Properties
Relative energy (zero: lowest compared OMol25 entry of this formula, charge and spin): 496.8 kcal/mol
E_LUMO: 0.67 eV
HOMO energy: -7.4 eV
Energy: -1139.91523 Ha
2S+1: 1
Orbital gap: 8.05 eV

***

Molecular formula: H5NOSi
Method: DFT, the ωB97M-V functional and the def2-TZVPD basis

Geometry (Å):
N (-1.6312, 0.1750, -0.0287)
O (-0.4527, -0.6373, 0.1457)
Si (1.0764, -0.0313, -0.0336)
H (-1.7550, 0.2640, -1.0287)
H (-2.3747, -0.4065, 0.2310)
H (1.8388, -1.2284, -0.3721)
H (1.1428, 0.9378, -1.1388)
H (1.4906, 0.6447, 1.3669)

Atoms 1-3, force components in eV/Å:
N 1.624 1.297 -0.346
O -0.685 -0.402 -0.336
Si -0.172 0.910 1.824

## Properties
Relative energy (zero: lowest compared OMol25 entry of this formula, charge and spin): 72.5 kcal/mol
E_LUMO: 0.89 eV
HOMO energy: -9.6 eV
Energy: -422.42073 Ha
SMILES string: NO[SiH3]
2S+1: 1
Orbital gap: 10.46 eV

***

Molecular formula: C2H3N3O
Method: DFT, the ωB97M-V functional and the def2-TZVPD basis

Geometry (Å):
O (2.3079, -0.0719, 0.0191)
C (1.0255, -0.0583, 0.3492)
N (0.2396, 0.9137, 0.4569)
N (-1.0138, 0.8698, 0.1380)
C (-1.1930, -1.0638, -0.2620)
N (-0.0772, -1.5172, -0.2894)
H (2.4634, 0.5531, -0.7119)
H (-1.4986, 1.5602, 0.7314)
H (-2.2538, -1.1857, -0.4312)

Atoms 1-3, force components in eV/Å:
O -0.270 -0.265 -0.060
C -0.899 -0.298 -0.832
N 0.414 -0.332 -0.079

## Properties
Relative energy (zero: lowest compared OMol25 entry of this formula, charge and spin): 102.4 kcal/mol
E_LUMO: 0.45 eV
HOMO energy: -8.8 eV
Energy: -317.36914 Ha
2S+1: 1
Orbital gap: 9.27 eV

***

Molecular formula: C39H30Cl2OP
Method: DFT, the ωB97M-V functional and the def2-TZVPD basis

Geometry (Å):
Cl (-4.4474, 1.2856, -4.5969)
C (-2.9216, 0.8524, -3.9448)
C (-2.4500, -0.4610, -4.0638)
C (-1.2709, -0.8215, -3.3951)
C (-0.5771, 0.1201, -2.5907)
C (0.7132, -0.2352, -1.8157)
C (1.9293, 0.0343, -2.7601)
C (2.8596, -0.9720, -3.0645)
C (4.0571, -0.6588, -3.7204)
C (4.2974, 0.6660, -4.1215)
Cl (5.8221, 1.1213, -4.7415)
C (3.2885, 1.6190, -3.9976)
C (2.0913, 1.2853, -3.3440)
C (-0.9935, 1.4415, -2.6325)
C (-2.1722, 1.8142, -3.2695)
H (-3.0319, -1.1831, -4.6208)
H (-0.8826, -1.8376, -3.5184)
H (0.7040, -1.3162, -1.7392)
H (2.6757, -2.0078, -2.7673)
H (4.8232, -1.4067, -3.8723)
H (3.4218, 2.6218, -4.3752)
H (1.2737, 1.9931, -3.3035)
H (-0.3460, 2.2231, -2.2261)
H (-2.4999, 2.8545, -3.2240)
C (-3.6549, 2.9605, 1.0938)
C (-2.4573, 3.2380, 0.4372)
C (-1.4522, 2.2811, 0.3979)
C (-1.6860, 0.9642, 0.8507)
P (-0.4906, -0.3849, 0.6692)
C (0.0440, -0.9261, 2.3167)
C (1.1269, -1.8201, 2.4617)
C (1.5218, -2.2356, 3.7336)
C (0.8354, -1.7876, 4.8651)
C (-0.2436, -0.9175, 4.7271)
C (-0.6460, -0.4897, 3.4633)
C (-1.4262, -1.8098, 0.0178)
C (-1.0148, -3.1302, 0.2865)
C (-1.7729, -4.2150, -0.1601)
C (-2.9483, -4.0097, -0.8863)
C (-3.3901, -2.7056, -1.1191)
C (-2.6548, -1.6190, -0.6449)
C (0.8119, 0.3329, -0.4834)
C (2.2087, 0.3316, 0.2045)
O (3.1968, -0.1214, -0.3612)
C (2.3698, 0.9594, 1.5699)
C (1.4477, 1.8222, 2.2030)
C (1.6205, 2.2010, 3.5343)
C (2.7209, 1.7263, 4.2511)
C (3.6606, 0.8898, 3.6386)
C (3.4902, 0.5158, 2.3108)
C (-2.9067, 0.6815, 1.5031)
C (-3.8592, 1.6940, 1.6554)
H (-4.4151, 3.7377, 1.1694)
H (-2.2479, 4.1960, -0.0456)
H (-0.4872, 2.6498, 0.0263)
H (1.6672, -2.1879, 1.5837)
H (2.3777, -2.9069, 3.8341)
H (1.1445, -2.1122, 5.8588)
H (-0.7896, -0.5556, 5.6014)
H (-1.4829, 0.1985, 3.3713)
H (-0.1221, -3.3046, 0.8856)
H (-1.4449, -5.2305, 0.0636)
H (-3.5204, -4.8571, -1.2667)
H (-4.3132, -2.5287, -1.6735)
H (-3.0475, -0.6100, -0.7840)
H (0.6390, 1.4223, -0.5242)
H (0.5634, 2.1846, 1.6658)
H (0.8982, 2.8783, 4.0090)
H (2.8772, 2.0325, 5.2821)
H (4.5498, 0.5430, 4.1701)
H (4.1950, -0.1664, 1.8182)
H (-3.0882, -0.3194, 1.9091)
H (-4.7684, 1.4786, 2.2148)

Atoms 1-3, force components in eV/Å:
Cl -0.287 0.057 -0.254
C 0.640 -0.171 0.495
C 0.502 0.376 0.624

## Properties
Total charge: +1
E_LUMO: -3.02 eV
HOMO energy: -10.7 eV
Energy: -2840.91229 Ha
2S+1: 1
Orbital gap: 7.71 eV

***

Molecular formula: C22H32N4O4
Method: DFT, the ωB97M-V functional and the def2-TZVPD basis

Geometry (Å):
C (0.8271, -3.1062, 3.1433)
C (1.6066, -4.2265, 2.4622)
C (0.9456, -4.7532, 1.1862)
H (1.3516, -5.7424, 0.9657)
C (1.1480, -3.9138, -0.0788)
N (0.4540, -2.6322, -0.0631)
C (1.0894, -1.4390, 0.1673)
C (0.4227, -0.2391, 0.0544)
C (-0.9647, -0.2007, -0.3249)
O (-1.6590, 0.7751, -0.5195)
N (-1.5172, -1.4754, -0.4795)
C (-0.8977, -2.6858, -0.3789)
O (-1.4705, -3.7339, -0.5644)
H (-2.5007, -1.5051, -0.7241)
N (1.1227, 0.9508, 0.3934)
C (1.8153, 1.7229, -0.4920)
O (2.4952, 2.6579, -0.1212)
C (1.6856, 1.3353, -1.9484)
C (0.5182, 2.1239, -2.5538)
H (-0.3678, 1.9910, -1.9319)
C (0.1847, 1.7097, -3.9902)
C (-0.7655, 2.7346, -4.6066)
H (-0.3115, 3.7229, -4.6189)
H (-1.0166, 2.4603, -5.6290)
H (-1.6850, 2.7854, -4.0277)
C (-0.4566, 0.3240, -4.0335)
H (0.2293, -0.4441, -3.6827)
H (-0.7489, 0.0723, -5.0507)
H (-1.3443, 0.3065, -3.4050)
H (1.1095, 1.6907, -4.5790)
H (0.7833, 3.1828, -2.5340)
H (2.6122, 1.6057, -2.4580)
H (1.5205, 0.2635, -2.0495)
C (1.0462, 1.3613, 1.7951)
C (-0.3825, 1.4434, 2.2506)
C (-0.9110, 0.5312, 3.1445)
C (-2.2472, 0.5794, 3.5076)
C (-3.0623, 1.5494, 2.9573)
C (-2.5538, 2.4736, 2.0608)
C (-1.2125, 2.4326, 1.6981)
O (-0.6133, 3.2928, 0.8433)
C (-1.4169, 4.1692, 0.0936)
H (-2.1630, 3.6151, -0.4830)
H (-0.7355, 4.6801, -0.5848)
H (-1.9142, 4.9088, 0.7306)
H (-3.2122, 3.2166, 1.6405)
H (-4.1082, 1.5922, 3.2238)
H (-2.6457, -0.1401, 4.2067)
H (-0.2681, -0.2289, 3.5672)
H (1.5971, 0.6505, 2.4247)
H (1.5276, 2.3415, 1.8434)
N (2.4278, -1.4573, 0.4332)
H (2.8140, -2.2362, 0.9387)
H (2.8247, -0.5548, 0.6459)
H (2.2053, -3.7459, -0.2850)
H (0.7196, -4.4766, -0.9137)
H (-0.1262, -4.8675, 1.3518)
H (1.6835, -5.0578, 3.1666)
H (2.6301, -3.9033, 2.2476)
H (1.3218, -2.8138, 4.0675)
H (-0.1762, -3.4468, 3.3881)
H (0.7356, -2.2269, 2.5121)

Atoms 1-3, force components in eV/Å:
C 0.197 -0.101 -0.007
C -0.259 -0.019 -0.064
C 0.233 0.151 -0.014

## Properties
Relative energy (zero: lowest compared OMol25 entry of this formula, charge and spin): 0.0 kcal/mol
E_LUMO: 0.53 eV
HOMO energy: -8.2 eV
Energy: -1377.59173 Ha
SMILES string: CCCCn1c(N)c(N(Cc2ccccc2OC)C(=O)CCC(C)C)c(=O)[nH]c1=O
2S+1: 1
Orbital gap: 8.72 eV

***

Molecular formula: C27H46BrNOP2SV
Method: DFT, the ωB97M-V functional and the def2-TZVPD basis

Geometry (Å):
N (-2.1836, -6.9432, -5.0697)
C (-2.9715, -6.7531, -4.0113)
C (-2.7926, -5.6981, -3.1074)
C (-1.7057, -4.8080, -3.3045)
C (-0.8143, -5.0992, -4.3672)
C (-1.1186, -6.1589, -5.2353)
C (-1.5497, -3.6243, -2.4815)
V (0.1253, -0.3272, -0.6669)
P (0.0275, 3.7590, 0.1766)
C (-0.6817, -2.6203, -2.7640)
C (-0.8439, -1.3277, -2.2017)
C (-0.0749, -0.2721, -2.7406)
C (-0.3143, 1.0210, -2.2526)
C (-1.2807, 1.2661, -1.2508)
C (-2.1279, 0.2477, -0.8736)
C (-1.7411, -1.1021, -1.0991)
Br (0.1910, 1.7804, 1.3330)
H (-2.2689, -3.5320, -1.6773)
H (0.0041, -2.7012, -3.6100)
H (-3.5153, -5.5859, -2.2983)
H (0.1007, -4.5273, -4.5516)
H (-3.7840, -7.4705, -3.8974)
H (-0.4812, -6.3794, -6.0921)
H (0.6636, -0.4736, -3.5345)
H (-2.1050, -1.9742, -0.5335)
H (0.3097, 1.8130, -2.6519)
H (-3.0577, 0.4854, -0.3712)
P (1.9671, -0.8439, 0.9842)
C (-1.7065, 3.4618, -0.1505)
C (-2.6494, 4.5361, -0.6444)
H (-2.1209, 2.9963, 0.7592)
H (-1.6511, 2.4871, -0.9700)
H (-3.6761, 4.1403, -0.5388)
H (-2.6078, 5.5039, -0.1158)
H (-2.4881, 4.7253, -1.7150)
C (1.1830, 3.6526, -1.2061)
C (2.1186, 4.8105, -1.5790)
H (0.5411, 3.4544, -2.0706)
H (1.7573, 2.7418, -0.9931)
H (2.7985, 4.4710, -2.3719)
H (1.5313, 5.6442, -1.9808)
H (2.7383, 5.1867, -0.7568)
C (0.7028, 5.0875, 1.1669)
C (-0.1252, 5.7361, 2.2722)
H (0.9746, 5.8576, 0.4333)
H (1.6363, 4.6845, 1.5759)
H (0.2601, 5.4562, 3.2578)
H (-0.0401, 6.8264, 2.1963)
H (-1.1850, 5.4780, 2.2311)
C (2.4075, -0.4709, 2.7318)
C (3.8358, -0.8962, 3.0520)
H (1.6809, -0.9568, 3.4045)
H (2.2875, 0.6124, 2.8735)
H (3.9274, -1.9880, 3.0936)
H (4.5599, -0.5171, 2.3169)
H (4.1366, -0.5039, 4.0297)
C (3.1027, 0.2289, 0.0007)
C (3.5583, -0.3916, -1.3125)
H (3.9625, 0.4672, 0.6405)
H (2.5902, 1.1885, -0.1926)
H (4.4502, -1.0182, -1.1856)
H (2.7848, -1.0013, -1.8119)
H (3.8247, 0.4142, -2.0091)
C (2.2469, -2.6488, 0.7051)
C (1.3633, -3.5297, 1.5952)
H (3.3127, -2.8682, 0.8596)
H (2.0387, -2.8455, -0.3601)
H (1.3386, -4.5643, 1.2247)
H (1.7049, -3.5426, 2.6420)
H (0.3228, -3.1702, 1.6039)
C (-1.1524, -0.2924, 4.5231)
S (-2.6579, -0.0831, 3.5381)
C (-3.8884, -0.2204, 4.8797)
O (-2.6798, 1.3288, 3.0381)
H (-1.4110, -0.8618, 5.4249)
H (-0.7612, 0.6954, 4.7653)
H (-0.4299, -0.8822, 3.9403)
H (-3.9142, 0.7298, 5.4228)
H (-4.8500, -0.4215, 4.3897)
H (-3.6603, -1.0790, 5.5265)

Atoms 1-3, force components in eV/Å:
N 0.075 -0.146 0.128
C 0.310 0.403 -0.037
C 0.411 0.143 -0.390

## Properties
Relative energy (zero: lowest compared OMol25 entry of this formula, charge and spin): 63.6 kcal/mol
Total charge: +2
E_LUMO (spin up / spin down): -6.37 / -7.03 eV
HOMO energy (spin up / spin down): -12.5 / -12.4 eV
Energy: -5784.55023 Ha
Expectation value of S²: 3.79
2S+1: 4
Orbital gap (spin up / spin down): 6.11 / 5.41 eV